14
Properties=species:S:1:pos:R:3 method="wB97M-V/def2-TZVPD" e_tot_ha=-344.81545 charge=0 smiles=C[C@@H](O)C(O)O
C 1.236 -0.693 0.643
C 0.084 0.306 0.667
O 0.656 1.619 0.613
C -0.942 0.104 -0.479
O -0.404 0.395 -1.754
O -1.426 -1.219 -0.506
H 0.880 -1.727 0.645
H 1.883 -0.541 -0.228
H 1.873 -0.549 1.523
H -0.436 0.199 1.626
H -0.065 2.254 0.458
H -1.786 0.785 -0.323
H 0.560 0.283 -1.691
H -2.112 -1.214 -1.195



35
Properties=species:S:1:pos:R:3 method="wB97M-V/def2-TZVPD" e_tot_ha=-1739.51497 charge=+1 spin_multiplicity=6
Ir -0.828 0.455 -1.725
O 3.617 -0.123 -2.180
C 3.973 -0.299 -0.962
C 5.381 -0.351 -0.688
C 5.799 -0.469 0.596
C 4.845 -0.547 1.639
C 3.461 -0.528 1.381
C 2.997 -0.419 0.104
C 1.540 -0.395 -0.211
O 1.199 -0.283 -1.460
N 0.728 -0.500 0.789
N -0.573 -0.398 0.368
C -1.456 -0.737 1.235
C -2.877 -0.686 1.020
C -3.708 -1.010 2.085
C -5.084 -0.946 1.969
C -5.692 -0.547 0.753
C -4.926 -0.244 -0.325
C -3.492 -0.314 -0.245
O -2.830 -0.060 -1.285
H 2.587 -0.067 -2.189
H 6.065 -0.279 -1.524
H 6.855 -0.497 0.826
H 5.189 -0.629 2.662
H 2.744 -0.606 2.187
H -1.099 -1.074 2.206
H -3.261 -1.308 3.025
H -5.704 -1.201 2.818
H -6.770 -0.486 0.687
H -5.349 0.058 -1.274
O -1.878 2.369 -3.045
Cl -0.669 2.958 -2.479
O -0.503 4.318 -2.795
O 0.457 2.124 -2.946
O -0.739 2.720 -1.016



108
Properties=species:S:1:pos:R:3 method="wB97M-V/def2-TZVPD" e_tot_ha=-2844.74023 charge=0
C -0.180 2.225 3.450
C -1.452 2.823 2.563
C -1.312 2.435 0.956
O -2.376 2.714 0.189
O -0.048 1.828 0.491
C -0.329 0.538 -0.222
C -0.569 0.872 -1.826
N -0.311 -0.297 -2.749
C -0.886 -0.098 -4.134
C -0.664 1.395 -4.774
C -2.093 2.240 -4.976
F -1.894 3.704 -5.094
F -3.108 1.928 -3.943
F -2.648 1.793 -6.308
C -0.930 -1.550 -2.093
O -0.099 -2.414 -1.491
O -2.364 -1.874 -2.130
C -2.956 -1.958 -0.785
C -3.885 -0.631 -0.386
O -4.338 0.174 -1.366
I -4.372 -0.236 1.744
H -0.326 1.045 3.445
H 0.872 2.550 3.008
H -0.294 2.642 4.542
H -2.459 2.439 3.046
H -1.485 4.006 2.644
H 0.567 -0.224 -0.148
H -1.274 0.090 0.308
H -1.622 1.371 -1.935
H 0.252 1.695 -2.098
H -0.311 -0.866 -4.844
H -2.027 -0.375 -4.239
H -0.271 1.221 -5.888
H 0.170 2.040 -4.249
H -3.733 -2.864 -0.824
H -2.199 -2.224 0.073
C 3.783 -3.148 -1.392
O 2.725 -2.981 -2.318
H 4.654 -3.549 -1.915
H 4.039 -2.181 -0.952
H 3.477 -3.847 -0.609
H 1.967 -2.624 -1.825
C -3.367 -5.192 -3.250
O -3.575 -5.148 -1.851
H -3.133 -4.186 -3.607
H -2.531 -5.859 -3.475
H -4.274 -5.549 -3.744
H -3.780 -6.054 -1.563
C 2.916 -6.699 -1.025
O 1.790 -6.483 -1.855
H 2.832 -7.686 -0.563
H 3.827 -6.657 -1.626
H 2.946 -5.935 -0.244
H 1.892 -5.600 -2.251
C -0.243 6.902 2.434
O 0.018 5.917 3.417
H -1.092 6.581 1.826
H -0.485 7.850 2.921
H 0.635 7.022 1.795
H 0.775 6.229 3.940
C -1.936 -2.398 3.919
O -1.840 -1.163 4.605
H -1.552 -2.272 2.905
H -1.342 -3.153 4.441
H -2.983 -2.711 3.874
H -2.189 -1.306 5.501
C 0.060 10.224 5.194
O 0.291 9.774 3.872
H -0.508 9.463 5.735
H 1.016 10.388 5.697
H -0.514 11.154 5.168
H 0.796 10.469 3.417
C -2.914 2.343 6.888
O -1.579 2.343 6.418
H -3.569 1.966 6.098
H -2.993 1.694 7.763
H -3.211 3.362 7.148
H -1.022 2.682 7.139
C 3.765 10.664 3.548
O 2.752 10.839 2.575
H 3.456 11.153 4.475
H 3.913 9.597 3.734
H 4.695 11.115 3.193
H 3.054 10.394 1.765
C 3.663 1.692 -1.406
O 2.650 1.867 -2.379
H 3.354 2.181 -0.479
H 3.811 0.625 -1.220
H 4.593 2.143 -1.761
H 2.952 1.423 -3.189
C 0.410 -8.763 1.513
O 0.080 -7.474 1.031
H -0.406 -9.127 2.142
H 0.549 -9.444 0.670
H 1.327 -8.708 2.106
H 0.822 -7.177 0.477
C 0.093 0.856 -9.212
O -0.636 0.968 -8.004
H 0.525 -0.145 -9.275
H -0.578 1.015 -10.060
H 0.895 1.599 -9.225
H -1.007 1.866 -7.976
C 2.812 -11.744 -0.511
O 2.604 -11.700 0.888
H 3.046 -10.738 -0.868
H 3.648 -12.411 -0.735
H 1.905 -12.101 -1.004
H 2.399 -12.605 1.176